[1]
Density functional theory data (ωB97M-V/def2-TZVPD) for C25H46GeN3Si2V as an isolated structure.

HOMO-LUMO gap (spin up / spin down), eV: 6.897 / 6.274
Electronic energy, eV: -129061.3590
2S+1: 3
Charge: +4
Relative energy (zero: lowest compared OMol25 entry of this formula, charge and spin), kJ/mol: 47.3

XYZ file:
```
78
Properties=species:S:1:pos:R:3:mulliken_spin:R:1
V 0.47 0.00 -0.48 2.126
N 2.07 3.09 0.78 -0.006
C 3.09 2.22 1.52 0.022
C 2.42 1.43 2.65 -0.039
C 2.04 -0.03 2.37 0.058
N 0.74 -0.22 1.61 -0.047
C 3.18 -0.76 1.69 -0.030
C 3.61 -0.10 0.39 0.040
N 2.58 -0.37 -0.69 -0.020
C 3.95 1.38 0.57 -0.030
H 1.62 3.73 1.44 -0.002
H 1.32 2.57 0.31 0.037
H 2.54 3.67 0.09 -0.002
H 3.73 2.97 1.98 -0.001
H 1.59 1.99 3.10 -0.001
H 3.16 1.37 3.45 0.001
H 1.86 -0.48 3.35 0.003
H 0.00 0.30 2.09 0.008
H 0.49 -1.20 1.77 -0.017
H 2.93 -1.81 1.52 -0.003
H 4.03 -0.76 2.37 0.000
H 4.53 -0.58 0.04 0.003
H 2.61 -1.39 -0.82 0.005
H 2.95 -0.02 -1.57 0.006
H 4.10 1.88 -0.39 -0.004
H 4.95 1.39 1.02 0.000
Ge -1.26 -2.68 -1.02 0.014
C 0.42 -3.46 -0.67 -0.058
C 0.88 -3.81 0.62 0.030
C 1.97 -4.64 0.77 -0.004
C 2.63 -5.13 -0.37 0.012
C 2.20 -4.79 -1.64 -0.001
C 1.12 -3.94 -1.80 0.048
C -2.76 -2.50 0.06 0.007
C -3.98 -2.37 -0.65 0.012
C -5.18 -2.49 0.02 -0.001
C -5.19 -2.71 1.39 0.018
C -3.99 -2.82 2.11 -0.001
C -2.79 -2.72 1.45 0.003
H -1.47 -2.39 -2.50 0.006
H 0.34 -3.49 1.51 -0.002
H 2.30 -4.94 1.75 0.000
H 3.47 -5.79 -0.24 0.000
H 2.70 -5.19 -2.51 0.000
H 0.78 -3.68 -2.80 0.000
H -3.99 -2.20 -1.72 0.000
H -6.12 -2.43 -0.52 0.000
H -6.13 -2.81 1.92 0.000
H -4.02 -3.01 3.17 0.000
H -1.87 -2.85 2.01 0.001
C 0.68 0.40 -3.02 0.006
Si -0.61 1.71 -2.52 -0.042
C 0.09 3.39 -2.87 0.004
C -2.23 1.29 -3.29 -0.009
C -0.74 1.41 -0.59 -0.096
Si -1.84 2.64 0.49 0.005
C -1.23 4.38 0.24 0.001
C -1.61 2.10 2.27 -0.002
C -3.59 2.36 -0.03 -0.010
H 0.56 0.16 -4.08 0.004
H 0.59 -0.63 -2.58 -0.024
H 1.70 0.75 -2.91 0.015
H 0.37 3.42 -3.92 0.000
H 0.99 3.62 -2.29 -0.002
H -0.64 4.18 -2.71 0.000
H -2.12 1.37 -4.38 -0.002
H -3.03 1.98 -3.01 0.001
H -2.56 0.28 -3.06 0.000
H -1.37 0.44 -0.50 -0.038
H -0.17 4.49 -0.01 -0.001
H -1.41 4.96 1.15 0.000
H -1.78 4.89 -0.56 0.000
H -0.61 2.27 2.68 0.001
H -1.92 1.06 2.44 -0.002
H -2.28 2.70 2.89 -0.001
H -3.81 2.72 -1.04 0.000
H -4.23 2.93 0.65 -0.002
H -3.89 1.31 0.04 0.000
```



[2]
Density functional theory data (ωB97M-V/def2-TZVPD) for a 5-piece molecular cluster, C25H46N3O9S overall.

HOMO-LUMO gap, eV: 7.385
Electronic energy, eV: -60392.2221
2S+1: 1
Charge: +1

XYZ file:
```
84
Properties=species:S:1:pos:R:3:mulliken_charge:R:1
C 2.94 -3.75 0.39 -0.697
C 1.51 -3.96 0.76 0.814
C 1.25 -4.52 2.11 -1.282
N 0.55 -3.71 -0.07 -0.332
C -0.04 -2.53 -0.23 0.236
N -0.34 -1.82 0.86 -0.969
N -0.88 -0.61 0.63 0.954
C -1.14 0.13 1.87 -1.502
C 0.13 0.79 2.42 -0.940
C 0.42 2.21 1.92 0.109
C 1.47 2.21 0.80 -0.581
O 2.28 3.36 0.97 -0.540
C -1.15 -0.09 -0.54 0.711
C -1.74 1.30 -0.69 -0.263
O -3.10 1.31 -0.30 -0.184
O -3.70 0.26 -1.06 -0.412
C -0.88 -0.83 -1.71 -0.477
C -0.33 -2.06 -1.55 0.053
S 0.01 -3.02 -3.02 1.364
C 1.63 -2.65 -3.59 -0.958
O -0.16 -4.43 -2.81 -0.656
O -0.90 -2.47 -3.99 -0.612
H 3.01 -3.79 -0.69 0.193
H 3.51 -4.59 0.78 0.205
H 3.32 -2.82 0.81 0.275
H 0.27 -4.99 2.11 0.397
H 2.02 -5.23 2.41 0.385
H 1.23 -3.68 2.81 0.262
H -1.99 0.80 1.77 0.804
H -1.44 -0.61 2.61 0.315
H 0.96 0.11 2.22 0.478
H 0.02 0.83 3.50 0.441
H -0.47 2.76 1.67 -0.410
H 0.89 2.74 2.75 0.634
H 0.98 2.20 -0.18 0.185
H 2.11 1.33 0.86 0.483
H 3.07 3.29 0.42 0.324
H -1.69 1.59 -1.74 0.581
H -1.20 2.04 -0.12 -0.426
H -4.51 0.07 -0.57 0.334
H -1.11 -0.42 -2.69 0.661
H 2.38 -2.73 -2.81 0.291
H 1.62 -1.68 -4.06 0.372
H 1.83 -3.43 -4.33 0.404
C -2.31 5.75 4.63 -1.284
C -2.32 4.41 3.96 0.978
O -1.30 3.91 3.53 -0.492
C -3.65 3.71 3.85 -1.078
H -1.30 6.15 4.64 0.276
H -2.95 6.44 4.07 0.328
H -2.67 5.68 5.66 0.430
H -4.34 4.32 3.27 0.304
H -4.06 3.54 4.85 0.408
H -3.52 2.75 3.35 0.139
C -1.02 7.86 0.12 -1.267
C -1.57 6.64 0.81 0.651
O -2.32 6.74 1.75 -0.513
C -1.16 5.30 0.27 -0.477
H -1.39 8.76 0.60 0.342
H 0.07 7.86 0.17 0.334
H -1.32 7.87 -0.93 0.350
H -0.07 5.19 0.33 0.283
H -1.47 5.20 -0.77 0.433
H -1.63 4.52 0.86 -0.206
C -3.03 2.10 -5.50 -1.270
C -1.88 1.13 -5.36 1.022
O -0.81 1.47 -4.91 -0.578
C -2.12 -0.29 -5.81 -1.067
H -2.72 3.08 -5.14 0.336
H -3.32 2.18 -6.55 0.403
H -3.88 1.75 -4.91 0.293
H -2.39 -0.33 -6.86 0.487
H -2.92 -0.73 -5.22 0.277
H -1.22 -0.88 -5.65 0.171
C 6.30 -7.95 0.37 -1.128
C 4.93 -7.56 0.84 0.801
O 4.42 -6.52 0.50 -0.533
C 4.22 -8.53 1.76 -1.068
H 6.70 -7.17 -0.27 0.287
H 6.97 -8.08 1.23 0.338
H 6.26 -8.89 -0.19 0.345
H 4.80 -8.68 2.67 0.339
H 4.09 -9.49 1.25 0.349
H 3.24 -8.13 2.02 0.229
```



[3]
Density functional theory data (ωB97M-V/def2-TZVPD) for C25H46O3P2PmS as an isolated structure.

HOMO-LUMO gap (spin up / spin down), eV: 5.540 / 4.418
Electronic energy, eV: -78769.5467
2S+1: 5
Charge: +1
Relative energy (zero: lowest compared OMol25 entry of this formula, charge and spin), kJ/mol: 548.6

XYZ file:
```
78
Properties=species:S:1:pos:R:3:mulliken_spin:R:1
Pm 1.19 1.07 -2.96 3.546
C 0.13 -1.73 0.91 0.019
C -0.57 -0.69 0.27 0.041
C 0.26 -2.09 -1.37 -0.062
C 0.67 -2.58 -0.10 0.211
C -0.43 -0.87 -1.15 0.197
C 0.24 -1.81 2.40 0.003
H -0.59 -1.27 2.90 0.000
H 1.16 -1.34 2.77 0.000
H 0.22 -2.84 2.77 -0.001
C 1.34 -3.85 0.22 -0.013
H 1.14 -4.17 1.24 0.003
H 2.42 -3.84 0.11 0.017
H 0.98 -4.63 -0.45 0.007
C 0.20 -2.86 -2.63 0.019
H 0.28 -3.93 -2.40 -0.002
H 0.94 -2.66 -3.42 -0.007
H -0.78 -2.71 -3.10 -0.001
C -1.32 -0.19 -2.16 0.008
H -2.33 -0.65 -2.13 0.014
H -0.97 -0.30 -3.22 0.011
H -1.47 0.89 -1.96 -0.003
C -1.48 0.28 0.94 -0.005
H -2.39 -0.22 1.34 0.013
H -1.82 1.06 0.22 -0.004
H -0.97 0.79 1.77 0.007
C 0.91 3.66 1.86 0.000
C 0.01 3.52 2.85 0.000
C -1.50 3.59 2.58 0.002
C -2.17 4.95 2.02 0.000
C -2.57 5.04 0.56 -0.001
C -1.97 4.29 -0.37 0.004
C -0.57 3.66 -0.24 0.047
C 0.51 4.43 0.60 -0.002
H -1.93 3.40 3.59 0.000
H -1.48 5.77 2.31 0.000
H -1.79 2.74 1.91 -0.001
H 0.13 5.41 0.90 0.000
H 1.87 3.09 1.80 0.000
H 0.32 3.33 3.91 0.000
H 1.37 4.67 -0.04 0.000
H -0.55 2.58 -0.01 -0.003
H -2.45 4.00 -1.33 -0.001
H -0.16 3.68 -1.28 -0.023
H -3.09 5.01 2.62 0.000
H -3.28 5.85 0.23 0.000
P 1.02 4.86 -2.84 -0.003
P -0.15 3.04 -5.03 -0.016
C 0.96 5.63 -4.53 -0.003
C 0.72 4.63 -5.65 -0.003
H 1.91 6.16 -4.70 -0.001
H 0.13 6.37 -4.53 0.000
H 0.03 5.10 -6.39 0.001
H 1.64 4.33 -6.19 0.000
C -0.44 2.66 -6.82 0.003
H -1.19 1.88 -6.93 -0.001
H 0.52 2.37 -7.28 0.000
H -0.80 3.58 -7.31 -0.001
C -1.77 3.96 -4.88 -0.004
H -1.80 4.75 -5.64 0.000
H -1.92 4.42 -3.90 -0.001
H -2.60 3.27 -5.09 -0.002
C 2.82 5.06 -2.57 -0.002
H 3.22 4.28 -1.92 -0.004
H 2.96 6.04 -2.12 0.000
H 3.33 5.02 -3.54 0.002
C 0.34 6.38 -2.02 -0.001
H -0.01 7.06 -2.79 0.000
H 1.12 6.86 -1.45 0.000
H -0.50 6.12 -1.38 0.000
C 3.13 -0.45 0.47 0.002
S 3.01 0.75 -0.91 -0.007
O 3.68 2.00 -0.71 0.000
O 3.13 0.21 -2.33 -0.010
O 1.50 0.94 -0.76 0.011
H 4.15 -0.54 0.86 0.000
H 2.78 -1.45 0.18 0.001
H 2.47 -0.08 1.28 -0.001
```



[4]
Density functional theory data (ωB97M-V/def2-TZVPD) for C25H47Al2Cl3CsN2O13S as an isolated structure.

HOMO-LUMO gap, eV: 1.422
Electronic energy, eV: -118369.5594
2S+1: 1
Charge: +3
Relative energy (zero: lowest compared OMol25 entry of this formula, charge and spin), kJ/mol: 694.1

XYZ file:
```
94
Properties=species:S:1:pos:R:3:mulliken_charge:R:1
O 0.88 -3.78 4.56 -0.542
S 2.27 -3.47 5.04 1.286
O 2.49 -4.13 6.39 -0.651
O 2.45 -1.82 5.24 -0.444
C 2.75 -1.13 3.99 0.048
C 1.48 -1.11 2.98 0.238
C 0.11 -0.78 3.59 -0.375
C -1.24 -0.70 2.81 -0.636
C -1.03 -1.04 1.28 0.094
C 0.41 -1.35 0.86 0.015
N 1.61 -1.37 1.60 -0.341
C 4.11 -1.59 3.29 0.090
C 4.09 -3.16 2.79 -1.502
C 3.60 -4.18 3.94 0.371
C 3.15 -5.65 3.42 -0.390
C 3.28 -5.93 1.84 -0.430
C 2.03 -5.37 0.94 -0.286
O 0.79 -5.27 1.66 -0.514
H 2.90 -0.02 4.28 0.495
H 0.08 -0.55 4.71 0.517
H -2.26 -0.43 3.26 0.246
H -1.93 -1.06 0.56 -0.061
H 0.53 -1.59 -0.26 0.171
H 4.40 -0.90 2.43 0.459
H 4.94 -1.55 4.13 -0.360
H 3.44 -3.16 1.82 0.282
H 5.22 -3.42 2.57 0.492
H 4.51 -4.33 4.64 0.538
H 2.09 -5.92 3.79 -0.028
H 3.85 -6.41 3.94 0.306
H 3.27 -7.07 1.70 0.380
H 4.33 -5.60 1.41 -0.054
H 2.22 -4.33 0.45 0.036
H 1.88 -6.11 0.07 0.356
H 0.45 -6.17 1.89 0.337
Al -2.96 -1.31 -1.19 0.457
O -1.96 1.85 4.89 -0.473
Cl -0.98 1.97 5.97 1.633
O -1.28 1.00 6.99 -0.587
O -1.03 3.29 6.54 -0.589
O 0.35 1.72 5.43 -0.495
O 0.82 -6.96 5.57 -0.281
H 0.28 -6.21 5.82 0.348
Cl -5.71 -0.30 -1.03 -0.597
O 0.58 4.44 4.45 -0.226
H 1.15 4.88 5.09 0.343
C -1.65 -0.23 -8.84 -1.648
C -1.81 0.25 -7.37 1.388
C -0.46 0.09 -6.64 -1.156
C -0.10 -1.37 -6.36 -0.567
C -1.23 -2.08 -5.61 -1.058
C -2.63 -1.91 -6.26 1.397
N -2.91 -0.50 -6.69 0.764
O -3.24 0.18 -5.62 -0.293
C -2.77 -2.85 -7.48 -1.659
C -3.68 -2.45 -5.26 -1.453
C -2.13 1.76 -7.53 -1.685
H -1.09 0.50 -9.43 0.467
H -1.09 -1.16 -8.94 0.312
H -2.62 -0.36 -9.32 0.393
H -0.48 0.63 -5.69 0.390
H 0.35 0.55 -7.23 0.389
H 0.13 -1.90 -7.28 0.349
H 0.81 -1.41 -5.75 0.405
H -0.99 -3.14 -5.53 0.416
H -1.25 -1.68 -4.59 0.261
H -3.71 -2.66 -8.01 0.415
H -2.79 -3.89 -7.17 0.463
H -1.95 -2.78 -8.19 0.311
H -3.62 -1.98 -4.27 0.183
H -3.54 -3.53 -5.09 0.429
H -4.70 -2.31 -5.64 0.460
H -3.06 1.90 -8.08 0.449
H -1.33 2.27 -8.08 0.443
H -2.22 2.28 -6.57 0.397
Cl 6.49 -1.45 5.04 -0.205
Cs 5.12 -3.70 0.46 1.101
C -0.95 8.64 4.59 -0.657
O 0.12 8.35 3.70 -0.251
C -0.20 7.32 2.78 -0.274
C -0.60 7.90 1.41 -0.541
O -1.80 8.64 1.50 -0.288
C -1.57 10.04 1.57 -0.687
H -0.75 9.60 5.06 0.272
H -1.92 8.70 4.07 0.365
H -1.00 7.86 5.36 0.332
H -0.99 6.68 3.18 0.403
H 0.70 6.71 2.66 0.373
H -0.78 7.07 0.72 0.362
H 0.21 8.51 0.99 0.383
H -1.33 10.42 0.57 0.339
H -0.76 10.29 2.25 0.356
H -2.49 10.52 1.92 0.268
Al -4.11 1.81 4.57 0.713
```



[5]
Density functional theory data (ωB97M-V/def2-TZVPD) for C25H47AsCsN3PS5 as an isolated structure.

HOMO-LUMO gap, eV: 8.505
Electronic energy, eV: -156004.9635
2S+1: 1
Charge: +1
Relative energy (zero: lowest compared OMol25 entry of this formula, charge and spin), kJ/mol: 59.5

XYZ file:
```
83
Properties=species:S:1:pos:R:3:mulliken_charge:R:1
Cs 0.15 0.22 -1.09 1.004
C -3.46 -1.29 -3.12 -1.282
C -2.43 -1.72 -4.16 -0.463
S -0.87 -2.21 -3.38 0.129
C 0.22 -2.22 -4.83 -1.056
C 0.58 -0.83 -5.36 -0.419
S 1.55 0.09 -4.14 0.000
C 1.50 1.76 -4.84 -0.765
C 0.12 2.38 -5.02 -0.965
S -0.86 2.38 -3.50 0.122
C -2.49 1.96 -4.18 -0.561
C -3.46 1.55 -3.07 -1.011
S -3.00 0.11 -2.07 0.409
H -3.65 -2.11 -2.42 0.417
H -4.41 -1.06 -3.60 0.448
H -2.24 -0.92 -4.86 0.106
H -2.82 -2.58 -4.72 0.475
H -0.26 -2.80 -5.62 0.436
H 1.11 -2.76 -4.52 0.446
H -0.32 -0.27 -5.60 0.098
H 1.17 -0.94 -6.27 0.458
H 2.02 1.75 -5.80 0.451
H 2.11 2.35 -4.16 0.376
H -0.45 1.84 -5.78 0.422
H 0.24 3.40 -5.38 0.527
H -2.36 1.14 -4.89 0.252
H -2.89 2.82 -4.71 0.430
H -4.45 1.38 -3.50 0.470
H -3.56 2.36 -2.35 0.383
C -3.49 3.33 2.89 -0.948
N -3.18 1.90 2.77 0.206
C -2.15 1.57 3.76 -0.952
N -0.94 2.38 3.65 0.148
C -1.32 3.79 3.75 -0.949
N -2.32 4.20 2.76 0.150
C -1.77 4.17 1.40 -1.034
P -1.21 2.48 0.86 0.126
C -2.75 1.57 1.41 0.081
C -0.22 2.10 2.41 -0.655
H -3.93 3.49 3.87 0.305
H -4.22 3.60 2.13 0.381
H -1.88 0.51 3.65 0.200
H -2.57 1.71 4.75 0.374
H -0.43 4.41 3.64 0.377
H -1.74 3.96 4.74 0.323
H -0.93 4.86 1.34 0.436
H -2.53 4.53 0.70 0.403
H -2.57 0.49 1.34 -0.519
H -3.56 1.79 0.71 0.561
H 0.70 2.69 2.38 0.463
H 0.07 1.05 2.40 0.157
C 3.69 0.83 2.57 -1.329
As 2.67 0.16 1.05 0.015
C 4.18 -0.27 -0.12 -1.227
C 2.25 -1.67 1.69 -0.727
C 3.37 -2.38 2.39 0.380
C 3.53 -2.27 3.77 -0.288
C 4.59 -2.89 4.41 -0.658
C 5.50 -3.64 3.69 -0.481
C 5.35 -3.77 2.32 -0.729
C 4.29 -3.14 1.67 -0.239
H 4.46 0.12 2.85 0.413
H 3.03 1.02 3.42 0.345
H 4.15 1.78 2.28 0.450
H 4.95 -0.80 0.43 0.376
H 4.59 0.65 -0.52 0.411
H 3.85 -0.90 -0.95 0.347
H 1.92 -2.23 0.81 0.398
H 1.38 -1.57 2.34 0.507
H 2.81 -1.68 4.34 0.382
H 4.69 -2.79 5.49 0.400
H 6.33 -4.12 4.20 0.402
H 6.05 -4.36 1.75 0.393
H 4.17 -3.26 0.60 0.408
C -0.96 -4.00 0.83 -1.151
S -1.55 -2.31 1.00 0.312
C -2.51 -2.46 2.52 -1.159
H -1.81 -4.69 0.76 0.394
H -0.33 -4.28 1.67 0.366
H -0.39 -4.06 -0.09 0.295
H -1.87 -2.73 3.35 0.328
H -3.30 -3.20 2.39 0.398
H -2.97 -1.49 2.72 0.300
```



[6]
Density functional theory data (ωB97M-V/def2-TZVPD) for C25H47BaBr2NO3Si2 as an isolated structure.

HOMO-LUMO gap, eV: 5.631
Electronic energy, eV: -190854.5649
2S+1: 1
Relative energy (zero: lowest compared OMol25 entry of this formula, charge and spin), kJ/mol: 41.3

XYZ file:
```
81
Properties=species:S:1:pos:R:3:mulliken_charge:R:1
O -1.18 -2.13 -3.38 -0.085
O -2.45 -0.38 -4.77 -0.124
C -0.14 -3.12 -3.33 -0.648
C 0.56 -3.22 -1.99 -0.932
H 0.56 -2.82 -4.12 0.400
H -0.58 -4.09 -3.62 0.379
H 0.68 -2.25 -1.50 -0.098
H 1.55 -3.65 -2.12 0.439
H 0.00 -3.88 -1.32 0.309
C -2.18 -2.27 -2.34 0.339
C -3.06 -3.47 -2.55 -1.435
H -2.77 -1.34 -2.38 -0.097
H -1.68 -2.29 -1.36 0.305
H -3.57 -3.43 -3.52 0.221
H -3.82 -3.50 -1.77 0.441
H -2.48 -4.40 -2.49 0.332
C -3.58 0.52 -4.86 -0.402
C -2.17 -1.11 -5.98 -0.017
C -4.62 0.16 -3.84 -1.294
H -4.00 0.47 -5.88 0.517
H -3.20 1.54 -4.69 0.189
H -4.96 -0.88 -3.98 0.277
H -5.49 0.81 -3.97 0.437
H -4.25 0.28 -2.82 0.236
C -3.22 -2.15 -6.24 -1.173
H -1.18 -1.57 -5.82 -0.121
H -2.09 -0.40 -6.81 0.475
H -3.24 -2.89 -5.44 0.100
H -2.97 -2.68 -7.17 0.433
H -4.21 -1.70 -6.36 0.309
H -1.30 -0.29 -3.60 -1.311
Ba 0.53 1.83 -0.86 1.576
C -0.60 0.52 -3.01 0.309
Si 0.46 1.36 -4.33 0.895
H -1.33 1.17 -2.50 1.046
H -0.06 -0.14 -2.31 0.126
C 1.37 0.02 -5.26 -1.003
C 1.75 2.53 -3.61 -1.144
C -0.59 2.38 -5.49 -1.047
C 2.89 0.22 -1.36 -0.348
Si 4.08 1.18 -0.31 0.465
H 3.22 -0.09 -2.36 0.300
H 2.45 -0.66 -0.86 -0.257
C 4.76 2.66 -1.26 -1.076
C 5.55 0.15 0.26 -1.180
C 3.19 1.84 1.24 -0.716
H 0.06 2.93 -6.18 0.359
H -1.19 3.12 -4.94 0.291
H -1.27 1.77 -6.09 0.168
H 2.34 -0.20 -4.77 0.327
H 1.57 0.34 -6.28 0.400
H 0.81 -0.92 -5.30 0.108
H 2.44 2.04 -2.91 -0.051
H 1.32 3.44 -3.15 0.248
H 2.37 2.89 -4.45 0.405
H 5.78 -0.63 -0.48 0.315
H 5.34 -0.35 1.22 0.302
H 6.44 0.77 0.39 0.297
H 2.61 1.06 1.76 0.098
H 2.54 2.71 1.06 0.177
H 3.96 2.18 1.94 0.398
H 5.76 2.91 -0.88 0.350
H 4.13 3.56 -1.16 0.220
H 4.85 2.43 -2.33 0.319
Br 1.59 -2.77 1.47 -0.140
C 0.61 -1.45 2.42 -0.016
C 0.43 -1.54 3.80 -0.385
C -0.12 -0.49 4.53 -0.052
Br -0.33 -0.69 6.42 -0.254
C -0.48 0.74 3.91 0.703
C -0.89 1.91 4.59 -0.685
C -1.02 3.10 3.90 -0.757
C -0.76 3.13 2.52 -0.446
N -0.41 2.03 1.83 0.115
C -0.32 0.84 2.49 -0.137
C 0.13 -0.32 1.70 -0.024
O 0.18 -0.26 0.42 -0.533
H 0.75 -2.44 4.31 0.434
H -1.07 1.85 5.66 0.338
H -1.31 4.02 4.40 0.369
H -0.85 4.06 1.95 0.392
```